w:
Density functional theory data (ωB97M-V/def2-TZVPD) for the ion C5H7N2 with charge +1.

Calculated values
- Charge: +1
- HOMO energy (spin up / spin down): -13.1 / -13.1 eV
- Kohn-Sham gap (spin up / spin down): 8.41 / 8.41 eV
- 2S+1: 1

Cartesian coordinates (Å):
C -0.38336 1.03725 -0.42274
C -0.56145 -1.67760 0.41959
C -2.70023 0.39918 -0.30720
C 0.76911 0.07366 -0.66424
C 2.05653 0.33624 0.05614
N 0.19427 -1.12525 -0.21877
N -1.54434 0.71603 -0.49419
H -1.22332 -2.25954 0.98067
H -3.39337 0.44897 -1.12918
H -3.05412 0.42049 0.74046
H 0.78426 0.04289 -1.69436
H 1.98790 0.29800 1.09997
H 2.47854 1.31111 -0.19720
H 2.89015 -0.23697 -0.34489

Mulliken atomic charge list, values in e, 4 entries: number 1, C, carries -0.373; number 2, C, carries 0.050; number 3, C, carries -0.444; number 4, C, carries 0.475

***

x:
Density functional theory data (ωB97M-V/def2-TZVPD) for the ion C5H7N2 with charge +1.

Calculated values
- Charge: +1
- HOMO energy: -13.9 eV
- Kohn-Sham gap: 8.65 eV
- 2S+1: 1
- Structure (SMILES): C=N/[NH+]=C\C1=CC1

Cartesian coordinates (Å):
C -0.14021 0.38474 -2.46208
N 0.86477 -0.00226 -1.85874
N 1.39376 0.61990 -0.76844
C 0.97485 0.44914 0.45525
C -0.13790 -0.27300 0.95760
C -0.87903 -1.32766 1.05283
C -1.06005 -0.29861 2.08534
H -0.58897 -0.26497 -3.11026
H -0.52315 1.24608 -2.15332
H 2.27509 1.09061 -1.00969
H 1.57217 0.94281 1.18039
H -1.14897 -2.35408 0.60062
H -1.86768 0.36312 1.92407
H -0.73469 -0.57583 3.10642

Mulliken atomic charge list, values in e, 4 entries: number 1, C, carries -0.303; number 2, N, carries -0.503; number 3, N, carries 0.218; number 4, C, carries 0.095

***

y:
Density functional theory data (ωB97M-V/def2-TZVPD) for a structure of composition C5H7N2.

Calculated values
- Charge: +1
- HOMO energy: -15.5 eV
- Kohn-Sham gap: 10.22 eV
- 2S+1: 1

Cartesian coordinates (Å):
C -0.40363 -1.42239 0.03182
C 0.23120 -0.11930 0.01809
C -1.13861 0.44612 -0.01442
C 1.46979 0.34838 -0.74424
C 1.47190 0.40295 0.72958
N -1.62828 -0.97392 -0.01081
N -1.60439 1.56305 0.00304
H -0.06144 -2.44545 0.06200
H 2.04217 -0.42062 -1.24119
H 1.34215 1.26139 -1.30683
H 1.35029 1.36013 1.21627
H 2.05594 -0.31544 1.28454
H -2.52861 -1.44029 -0.02478
H -2.59848 1.75538 -0.00306

Mulliken atomic charge list, values in e, 4 entries: number 1, C, carries -0.215; number 2, C, carries 0.758; number 3, C, carries 0.026; number 4, C, carries -0.581

***

Energy comparison, zero being the most stable, in eV: w 2.463; x 2.792; y 0.000.

***

w:
Density functional theory data (ωB97M-V/def2-TZVPD) for a structure of composition C5H7N2.

Calculated values
- Charge: +1
- HOMO energy: -14.5 eV
- Kohn-Sham gap: 8.92 eV
- 2S+1: 1

Cartesian coordinates (Å):
C 1.10658 0.39836 -1.02676
C 0.40614 1.02982 0.01055
C -0.65796 -0.29766 -0.47222
C 0.18513 0.48361 1.42119
C -0.31420 -0.85658 0.94845
N 0.22574 -0.45737 -1.66773
N -1.49087 0.74532 -0.47067
H 2.07676 0.39372 -1.28982
H 1.12311 0.57065 1.78034
H -0.46737 1.14251 1.97094
H -1.33503 -1.18867 1.41052
H 0.34822 -1.73566 0.91272
H 0.35540 -1.38631 -2.15635
H -1.56165 1.15826 -1.37117

Mulliken atomic charge list, values in e, 4 entries: number 1, C, carries -0.342; number 2, C, carries -0.214; number 3, C, carries 0.865; number 4, C, carries -0.439

***

x:
Density functional theory data (ωB97M-V/def2-TZVPD) for a cluster of 2 separate species, C5H7N2 in total.

Calculated values
- Charge: +1
- HOMO energy: -14.2 eV
- Kohn-Sham gap: 9.49 eV
- 2S+1: 1

Cartesian coordinates (Å):
C -2.16801 -2.42159 -1.57348
C -0.71718 0.68943 -0.60502
C -2.96138 -1.83164 -2.22109
C 2.16053 0.75288 0.76907
C 0.66841 1.30219 1.39919
N -0.16377 0.99799 0.36699
N 2.92166 0.24239 1.54754
H -3.46289 -1.34190 -2.99613
H 2.23763 0.88844 -0.30498
H 0.52966 0.65782 2.31900
H 0.80055 2.37871 1.52760
H -1.26619 -2.87060 -1.30153
H 2.75055 0.06217 2.48751
H -1.32957 0.49369 -1.41467

Mulliken atomic charge list, values in e, 4 entries: number 1, C, carries -0.341; number 2, C, carries 0.009; number 3, C, carries -0.383; number 4, C, carries 0.025

***

y:
Density functional theory data (ωB97M-V/def2-TZVPD) for the ion C5H7N2 with charge +1.

Calculated values
- Charge: +1
- HOMO energy: -11.9 eV
- Kohn-Sham gap: 7.83 eV
- 2S+1: 1

Cartesian coordinates (Å):
C -1.11701 0.00265 0.12078
C -0.22851 0.79560 0.92751
C -2.48905 0.08630 0.19539
C -0.00759 -0.97591 -0.34858
C 1.06067 -0.18261 0.39444
N -3.65912 0.27077 0.02786
N 2.20250 0.63110 -0.30077
H -0.12217 -1.94207 0.12574
H 0.02852 -0.98014 -1.44175
H 1.45275 -0.70233 1.31419
H -4.52570 0.67660 0.24392
H 2.49526 0.13142 -1.16957
H 2.93313 0.59433 0.32700
H 1.97635 1.59430 -0.41617

Mulliken atomic charge list, values in e, 4 entries: number 1, C, carries 0.280; number 2, C, carries -0.802; number 3, C, carries 0.428; number 4, C, carries -0.803

***

Energy comparison, zero being the most stable, in eV: w 0.485; x 0.196; y 0.000.

***

w:
Density functional theory data (ωB97M-V/def2-TZVPD) for the ion C3H10N3 with charge +1.

Calculated values
- Charge: +1
- HOMO energy: -12.8 eV
- Kohn-Sham gap: 9.34 eV
- 2S+1: 1
- Structure (SMILES): NNC1([NH3+])CC1

Cartesian coordinates (Å):
N 2.23492 0.16727 -0.59048
N 1.15387 0.32281 0.29617
C -0.10037 0.04437 0.06951
N -0.63146 -1.64409 0.20590
C -1.04555 0.78004 -0.78723
C -1.15136 0.94697 0.73043
H 2.00608 0.59475 -1.47622
H 3.06030 0.52469 -0.09818
H 1.41321 0.11306 1.27173
H -1.13153 -2.11958 -0.62418
H -1.15992 -1.79089 1.12683
H 0.30871 -2.16629 0.34668
H -1.71630 0.03831 -1.43486
H -0.67001 1.67512 -1.37029
H -0.64259 1.94660 0.86964
H -1.92801 0.56686 1.46452

Mulliken atomic charge list, values in e, 4 entries: number 1, N, carries -0.609; number 2, N, carries 0.016; number 3, C, carries 0.512; number 4, N, carries -0.596

***

x:
Density functional theory data (ωB97M-V/def2-TZVPD) for a cluster of 2 separate species, C3H10N3 in total.

Calculated values
- Charge: +1
- HOMO energy: -14.9 eV
- Kohn-Sham gap: 11.09 eV
- 2S+1: 1

Cartesian coordinates (Å):
C -1.02110 0.42551 -1.25428
N 0.36648 0.20176 -0.79462
C 1.18610 1.39628 -0.33389
N 2.44312 1.45345 -0.55424
H -1.23558 -0.23437 -2.09803
H -1.70762 0.20349 -0.45939
H -1.09345 1.47978 -1.56235
H 0.93927 -0.31080 -1.51235
H 0.69680 1.99607 0.44717
H 2.65902 2.41473 -0.24878
C -1.04678 -1.85815 1.55625
N -0.03019 -1.10661 1.35723
H -1.93510 -1.82078 0.89402
H -1.17974 -2.49777 2.39297
H 0.71468 -1.19963 2.06461
H 0.24407 -0.54298 0.10568

Mulliken atomic charge list, values in e, 4 entries: number 1, C, carries -0.851; number 2, N, carries -0.167; number 3, C, carries -0.090; number 4, N, carries -0.508

***

Energy comparison, zero being the most stable, in eV: w 1.691; x 0.000.

***

w:
Density functional theory data (ωB97M-V/def2-TZVPD) for the ion C3H10N3 with charge +1.

Calculated values
- Charge: +1
- HOMO energy: -13.6 eV
- Kohn-Sham gap: 9.52 eV
- 2S+1: 1
- Structure (SMILES): CC1(C[NH3+])NN1

Cartesian coordinates (Å):
C -0.50682 1.67111 -0.50580
C -0.54577 0.14536 -0.21962
C 0.72032 -0.71422 -0.22105
N 1.61564 -0.73859 1.02962
N -1.56807 -0.57367 -0.89282
N -1.66763 -0.32308 0.53832
H -0.37775 1.95353 -1.62241
H 0.26750 2.07708 0.10853
H -1.42973 2.21024 -0.29429
H 1.31813 -0.47630 -1.09042
H 0.41460 -1.76287 -0.29487
H 1.35683 -1.54505 1.56941
H 1.55136 0.08708 1.59985
H 2.56604 -0.80167 0.65326
H -2.24193 -0.03048 -1.43025
H -1.47272 -1.17848 1.07254

Mulliken atomic charge list, values in e, 4 entries: number 1, C, carries -1.348; number 2, C, carries 1.171; number 3, C, carries -1.071; number 4, N, carries -0.198

***

x:
Density functional theory data (ωB97M-V/def2-TZVPD) for the ion C3H10N3 with charge +1.

Calculated values
- Charge: +1
- HOMO energy: -13.9 eV
- Kohn-Sham gap: 10.49 eV
- 2S+1: 1
- Structure (SMILES): [H]/N=C/[C@H](N)C[NH3+]

Cartesian coordinates (Å):
H -0.66789 -0.89595 2.62905
N -0.59306 -0.64854 1.64794
C 0.54337 -0.64815 1.09879
C 0.68649 -0.26823 -0.36182
N 1.94585 0.32707 -0.71944
C -0.43490 0.70187 -0.79060
N -1.75712 0.16550 -0.40695
H 1.46794 -0.90199 1.61794
H 0.59031 -1.20180 -0.93665
H 2.18752 1.12002 -0.13864
H 2.71360 -0.33013 -0.72556
H -0.28436 1.65312 -0.27681
H -0.35635 0.88037 -1.86392
H -2.04182 -0.60470 -1.01279
H -2.48219 0.88262 -0.42517
H -1.51737 -0.23107 0.66463

Mulliken atomic charge list, values in e, 4 entries: number 1, H, carries 0.221; number 2, N, carries -0.423; number 3, C, carries -0.143; number 4, C, carries 0.061

***

y:
Density functional theory data (ωB97M-V/def2-TZVPD) for the ion C3H10N3 with charge +1.

Calculated values
- Charge: +1
- HOMO energy: -14.0 eV
- Kohn-Sham gap: 10.43 eV
- 2S+1: 1
- Structure (SMILES): C[N+](C)=C(N)N

Cartesian coordinates (Å):
C 1.05388 -1.28413 0.02898
N 0.43252 -0.00892 -0.41922
C 1.36610 1.09698 -0.23414
C -1.00703 0.01903 -0.16909
N -1.54300 1.24269 -0.16239
N -1.57248 -1.07033 0.41191
H 2.01911 -1.40332 -0.51035
H 0.39019 -2.16595 -0.10571
H 1.28289 -1.15949 1.12759
H 0.85888 2.06781 0.11923
H 1.97722 1.44712 -1.21498
H 2.16828 0.73161 0.44246
H -2.49752 1.42529 0.20437
H -0.95728 2.00107 -0.30293
H -2.47479 -0.98468 0.80623
H -1.49698 -1.95477 -0.02195

Mulliken atomic charge list, values in e, 4 entries: number 1, C, carries -0.979; number 2, N, carries 0.005; number 3, C, carries -0.789; number 4, C, carries 0.703

***

Energy comparison, zero being the most stable, in eV: w 2.369; x 0.000; y 0.362.

***

w:
Density functional theory data (ωB97M-V/def2-TZVPD) for the molecule C3H5O2P.

Calculated values
- HOMO energy: -9.0 eV
- Kohn-Sham gap: 9.79 eV
- 2S+1: 1

Cartesian coordinates (Å):
C 0.68883 0.50730 0.32886
C 1.46565 -0.93461 0.52803
C -0.57206 0.37797 -0.54277
O 2.30171 -1.16382 -0.63641
O 1.75862 1.31365 -0.26535
P 2.90270 0.12076 0.12199
H 0.40022 1.06523 1.34488
H 1.16969 -1.93480 1.08579
H -0.72383 1.48976 -0.83962
H -1.42702 0.00571 0.01248
H -0.54624 -0.32507 -1.38755

Mulliken atomic charge list, values in e, 4 entries: number 1, C, carries 0.364; number 2, C, carries -0.121; number 3, C, carries -1.139; number 4, O, carries -0.309

***

x:
Density functional theory data (ωB97M-V/def2-TZVPD) for a cluster of 2 separate species, C3H5O2P in total.

Calculated values
- HOMO energy: -9.2 eV
- Kohn-Sham gap: 9.88 eV
- 2S+1: 1
- Structure (SMILES): O=C=O.C=CP

Cartesian coordinates (Å):
O 3.44223 -0.60551 0.93420
C 2.58909 -1.32941 0.73324
O 1.67238 -1.98679 0.64768
C -0.22396 0.67801 -1.46663
C -1.23704 0.45160 -0.62852
P -0.96550 0.03023 1.12595
H 0.79331 0.66479 -1.13013
H -0.41793 1.01451 -2.49890
H -2.20776 0.53903 -1.09107
H -2.15761 -0.57711 1.51033
H -1.28720 1.12064 1.86384

Mulliken atomic charge list, values in e, 4 entries: number 1, O, carries -0.347; number 2, C, carries 0.633; number 3, O, carries -0.290; number 4, C, carries -0.548

***

Energy comparison, zero being the most stable, in eV: w 1.201; x 0.000.